1.
{
  "formula": "CH4NOPS2",
  "method": "ωB97M-V/def2-TZVPD",
  "species": ["C", "N", "O", "P", "S", "S", "H", "H", "H", "H"],
  "positions_angstrom": [[-0.901, -1.699, -0.268], [0.947, 0.527, 1.390], [-0.875, -2.270, 0.726], [-0.142, 0.466, 0.042], [-1.575, 1.794, 0.370], [1.033, 1.013, -1.739], [-1.055, -1.882, -1.321], [0.758, -0.164, 2.078], [1.851, 0.324, 0.909], [-0.040, 1.890, -2.187]],
  "nbo_charge": [0.379, -1.118, -0.446, 0.950, -0.571, -0.362, 0.172, 0.400, 0.381, 0.214],
  "e_above_lowest_ev": 1.577,
  "max_force_ev_per_a": 5.1,
  "charge": 0,
  "e_tot_ha": -1308.19508,
  "homo_lumo_gap_ev": 8.16
}

=====

2.
{
  "formula": "C5H7NO",
  "method": "ωB97M-V/def2-TZVPD",
  "species": ["O", "C", "C", "C", "N", "C", "C", "H", "H", "H", "H", "H", "H", "H"],
  "positions_angstrom": [[-1.863, -1.748, 1.649], [-1.524, -0.559, 1.568], [-1.067, 0.065, 0.402], [-0.458, -0.748, -0.706], [0.666, 0.249, -0.686], [1.860, 0.205, -1.106], [-0.026, 1.152, 0.292], [-1.576, 0.098, 2.469], [-0.125, -1.762, -0.430], [-0.906, -0.772, -1.713], [2.180, -0.630, -1.720], [2.551, 1.004, -0.855], [0.615, 1.366, 1.163], [-0.259, 2.108, -0.209]],
  "nbo_charge": [-0.673, 0.325, -0.373, -0.207, -0.187, 0.037, -0.202, 0.090, 0.210, 0.190, 0.209, 0.206, 0.191, 0.184],
  "e_above_lowest_ev": 4.175,
  "max_force_ev_per_a": 0.6,
  "charge": 0,
  "e_tot_ha": -324.57104,
  "homo_lumo_gap_ev": [6.05, 6.05]
}

=====

3.
{
  "formula": "C17H20ClMoNO2",
  "method": "ωB97M-V/def2-TZVPD",
  "species": ["Cl", "C", "C", "C", "H", "C", "C", "H", "H", "H", "C", "Mo", "C", "C", "O", "O", "H", "H", "H", "C", "N", "C", "C", "C", "C", "C", "C", "C", "C", "H", "H", "H", "H", "H", "H", "H", "H", "H", "H", "H", "H", "H"],
  "positions_angstrom": [[-2.510, 0.263, 0.319], [0.912, -1.392, -1.782], [1.650, -0.184, -1.539], [0.816, 0.930, -1.883], [2.692, -0.093, -1.264], [-0.472, 0.417, -2.294], [-0.393, -1.033, -2.239], [-1.192, -1.690, -2.625], [1.319, -2.393, -1.693], [1.096, 1.989, -1.919], [-1.602, 1.234, -2.817], [-0.112, -0.147, -0.218], [1.056, 1.197, 1.406], [-0.257, -2.041, 1.405], [1.839, 2.044, 1.715], [-0.609, -2.658, 2.296], [-1.630, 2.210, -2.322], [-2.537, 0.724, -2.575], [-1.564, 1.402, -3.906], [-0.321, 4.008, 4.198], [-1.576, 3.259, 4.490], [-2.766, 4.155, 4.318], [-1.676, 1.998, 3.701], [-0.568, 1.087, 4.101], [-0.430, 0.778, 5.477], [0.660, 0.027, 5.943], [1.512, -0.550, 4.991], [1.315, -0.319, 3.604], [0.366, 0.576, 3.203], [-0.329, 4.267, 3.136], [0.526, 3.381, 4.446], [-0.312, 4.918, 4.804], [-1.558, 3.002, 5.491], [-2.818, 4.470, 3.263], [-3.680, 3.616, 4.607], [-2.643, 5.047, 4.954], [-2.652, 1.544, 3.891], [-1.649, 2.254, 2.642], [-1.180, 1.141, 6.188], [0.849, -0.113, 7.018], [2.338, -1.186, 5.306], [1.959, -0.842, 2.891]],
  "nbo_charge": [-0.377, -0.220, -0.273, -0.250, 0.294, -0.024, -0.248, 0.305, 0.290, 0.295, -0.647, 0.836, 0.454, 0.590, -0.444, -0.348, 0.244, 0.255, 0.274, -0.420, -0.336, -0.422, -0.237, -0.159, -0.192, -0.178, -0.156, -0.284, 0.038, 0.230, 0.247, 0.246, 0.439, 0.236, 0.244, 0.248, 0.252, 0.240, 0.216, 0.258, 0.251, 0.233],
  "max_force_ev_per_a": 6.2,
  "spin_multiplicity": 3,
  "charge": 2,
  "e_tot_ha": -1392.74332,
  "homo_lumo_gap_ev": [5.98, 6.69]
}

=====

4.
{
  "formula": "C7H12O2PS",
  "method": "ωB97M-V/def2-TZVPD",
  "species": ["O", "P", "O", "S", "C", "C", "C", "C", "C", "C", "C", "H", "H", "H", "H", "H", "H", "H", "H", "H", "H", "H", "H"],
  "positions_angstrom": [[3.195, -1.461, -1.167], [3.094, -0.473, -0.061], [3.851, -1.047, 1.343], [3.781, 1.379, -0.334], [1.052, -0.326, 0.538], [0.477, 1.026, 0.822], [-0.669, 1.084, -0.251], [-1.750, 0.095, 0.058], [-1.072, -1.250, -0.334], [0.335, -0.823, -0.672], [0.089, 0.491, -1.443], [3.812, -0.335, 2.009], [0.950, -0.972, 1.295], [1.131, 1.798, 0.339], [0.097, 1.076, 1.775], [-0.970, 2.081, -0.327], [-2.734, 0.331, -0.353], [-1.989, 0.074, 1.113], [-1.210, -1.951, 0.444], [-1.690, -1.926, -1.095], [0.932, -1.627, -1.217], [-0.353, 0.495, -2.544], [1.084, 0.931, -1.450]],
  "nbo_charge": [-1.138, 1.838, -1.014, -0.838, -0.466, -0.441, -0.224, -0.418, -0.402, -0.258, -0.425, 0.485, 0.195, 0.252, 0.196, 0.196, 0.196, 0.185, 0.194, 0.187, 0.262, 0.203, 0.235],
  "e_above_lowest_ev": 0.000,
  "max_force_ev_per_a": 4.7,
  "charge": -1,
  "e_tot_ha": -1164.04354,
  "homo_lumo_gap_ev": 7.70
}

=====

5.
{
  "formula": "C33H24F10IIrN8O2",
  "method": "ωB97M-V/def2-TZVPD",
  "species": ["Ir", "O", "C", "C", "C", "C", "C", "C", "C", "O", "N", "N", "C", "C", "C", "C", "C", "C", "N", "H", "H", "H", "H", "H", "H", "H", "H", "H", "H", "C", "N", "C", "C", "N", "C", "C", "F", "C", "F", "C", "F", "C", "F", "C", "F", "C", "C", "N", "C", "C", "F", "C", "F", "C", "F", "C", "F", "C", "F", "H", "H", "H", "H", "H", "H", "H", "H", "H", "H", "H", "I", "C", "C", "N", "N", "C", "H", "H", "H"],
  "positions_angstrom": [[-0.618, -0.203, -0.846], [4.008, 2.653, 0.677], [3.891, 2.076, 1.883], [5.016, 2.078, 2.711], [4.965, 1.490, 3.955], [3.794, 0.881, 4.410], [2.682, 0.872, 3.599], [2.702, 1.465, 2.328], [1.520, 1.412, 1.433], [1.567, 1.932, 0.301], [0.475, 0.743, 1.950], [-0.540, 0.382, 1.162], [-1.693, 0.303, 1.745], [-2.807, -0.271, 1.029], [-4.051, -0.449, 1.625], [-5.046, -1.101, 0.929], [-4.758, -1.607, -0.335], [-3.509, -1.390, -0.870], [-2.567, -0.687, -0.232], [3.135, 2.542, 0.234], [5.916, 2.554, 2.346], [5.845, 1.503, 4.585], [3.761, 0.425, 5.390], [1.764, 0.409, 3.931], [-1.782, 0.627, 2.773], [-4.206, -0.078, 2.629], [-6.024, -1.240, 1.369], [-5.484, -2.174, -0.899], [-3.241, -1.814, -1.820], [0.331, 0.130, -3.752], [-0.830, -0.350, -2.964], [-1.978, 0.548, -3.262], [-1.678, 1.878, -2.605], [-1.307, 1.639, -1.202], [-1.120, 2.848, -0.479], [-2.005, 3.277, 0.497], [-3.125, 2.580, 0.734], [-1.801, 4.441, 1.216], [-2.673, 4.805, 2.148], [-0.702, 5.234, 0.934], [-0.496, 6.349, 1.610], [0.168, 4.859, -0.077], [1.220, 5.611, -0.364], [-0.052, 3.688, -0.774], [0.810, 3.353, -1.737], [-1.044, -1.770, -3.338], [-0.234, -2.635, -2.402], [-0.537, -2.301, -0.997], [-0.496, -3.353, -0.093], [-0.856, -4.694, -0.375], [-1.389, -5.061, -1.560], [-0.798, -5.723, 0.548], [-1.162, -6.943, 0.171], [-0.419, -5.499, 1.857], [-0.374, -6.484, 2.743], [-0.119, -4.201, 2.206], [0.240, -3.901, 3.450], [-0.173, -3.191, 1.263], [0.157, -1.964, 1.735], [0.025, 0.243, -4.794], [1.118, -0.612, -3.702], [0.685, 1.084, -3.374], [-2.872, 0.102, -2.830], [-2.120, 0.644, -4.340], [-2.545, 2.541, -2.658], [-0.861, 2.386, -3.121], [-0.758, -1.917, -4.382], [-2.100, -2.014, -3.265], [0.840, -2.511, -2.602], [-0.472, -3.659, -2.645], [5.622, 0.528, -1.577], [3.747, -0.052, -0.974], [3.387, -0.636, 0.222], [2.067, -0.815, 0.185], [1.526, -0.385, -0.968], [2.556, 0.099, -1.675], [3.969, -0.929, 1.080], [1.470, -1.166, 0.923], [2.443, 0.565, -2.628]],
  "lowdin_charge": [1.563, 0.026, -0.278, -0.003, -0.066, -0.083, -0.034, -0.100, -0.435, -0.019, 0.069, -0.142, -0.078, -0.243, 0.016, -0.013, -0.016, -0.097, -0.021, 0.071, 0.123, 0.110, 0.103, 0.107, 0.150, 0.133, 0.126, 0.121, 0.094, -0.056, -0.310, -0.151, -0.161, -0.078, -0.163, -0.143, 0.110, -0.130, 0.145, -0.123, 0.163, -0.130, 0.155, -0.173, 0.114, -0.157, -0.199, -0.133, -0.151, -0.128, 0.078, -0.145, 0.144, -0.145, 0.148, -0.145, 0.141, -0.130, 0.038, 0.117, 0.085, 0.077, 0.104, 0.142, 0.146, 0.118, 0.140, 0.109, 0.118, 0.112, 0.975, -0.739, -0.098, 0.028, -0.090, -0.171, 0.149, 0.114, 0.096],
  "e_above_lowest_ev": 1.381,
  "max_force_ev_per_a": 1.3,
  "spin_multiplicity": 2,
  "charge": 1,
  "e_tot_ha": -3260.82407,
  "homo_lumo_gap_ev": [6.67, 5.21]
}

=====

6.
{
  "formula": "C18H17N5O3S2",
  "method": "ωB97M-V/def2-TZVPD",
  "species": ["C", "C", "C", "S", "C", "N", "C", "O", "C", "S", "C", "N", "N", "C", "C", "C", "C", "O", "C", "C", "N", "C", "C", "C", "C", "C", "O", "N", "H", "H", "H", "H", "H", "H", "H", "H", "H", "H", "H", "H", "H", "H", "H", "H", "H"],
  "positions_angstrom": [[0.958, 3.797, -4.352], [1.741, 3.159, -3.258], [2.283, 3.788, -2.184], [3.096, 2.666, -1.157], [2.632, 1.402, -2.283], [3.020, 0.114, -2.022], [2.424, -1.072, -2.371], [2.821, -2.106, -1.888], [1.284, -0.996, -3.357], [-0.198, -1.731, -2.599], [-0.308, -0.702, -1.205], [0.380, 0.387, -1.001], [0.023, 0.870, 0.198], [-0.886, 0.083, 0.714], [-1.489, 0.272, 2.007], [-2.772, -0.146, 2.471], [-2.852, 0.269, 3.760], [-1.725, 0.907, 4.128], [-0.899, 0.922, 3.068], [0.428, 1.572, 3.190], [-1.144, -0.953, -0.155], [-1.953, -2.129, 0.031], [-1.639, -2.785, 1.338], [-0.448, -3.018, 1.960], [-0.766, -3.648, 3.188], [-2.121, -3.751, 3.216], [-2.659, -3.229, 2.100], [1.964, 1.815, -3.300], [0.935, 4.875, -4.223], [-0.060, 3.413, -4.348], [1.404, 3.555, -5.315], [2.255, 4.828, -1.935], [3.703, 0.013, -1.278], [1.496, -1.622, -4.223], [1.069, 0.030, -3.651], [-3.534, -0.658, 1.924], [-3.627, 0.177, 4.494], [1.026, 1.078, 3.954], [0.308, 2.615, 3.479], [0.930, 1.524, 2.229], [-1.735, -2.803, -0.806], [-3.018, -1.875, -0.003], [0.528, -2.775, 1.592], [-0.077, -3.976, 3.939], [-2.797, -4.159, 3.940]],
  "nbo_charge": [-0.629, 0.157, -0.460, 0.373, 0.298, -0.626, 0.694, -0.586, -0.639, 0.282, 0.173, -0.348, -0.288, 0.333, -0.204, -0.289, 0.086, -0.396, 0.361, -0.674, -0.361, -0.254, 0.255, -0.291, -0.305, 0.089, -0.402, -0.512, 0.217, 0.225, 0.225, 0.238, 0.417, 0.260, 0.292, 0.226, 0.205, 0.223, 0.229, 0.265, 0.242, 0.225, 0.238, 0.232, 0.206],
  "e_above_lowest_ev": 0.000,
  "max_force_ev_per_a": 1.1,
  "charge": 0,
  "e_tot_ha": -1991.97935,
  "homo_lumo_gap_ev": 8.58
}

=====

7.
{
  "formula": "C5H13N",
  "method": "ωB97M-V/def2-TZVPD",
  "species": ["C", "C", "N", "C", "C", "C", "H", "H", "H", "H", "H", "H", "H", "H", "H", "H", "H", "H", "H"],
  "positions_angstrom": [[-1.861, -1.466, 0.072], [-0.429, -1.035, 0.367], [-0.072, 0.248, -0.250], [-0.182, 0.212, -1.715], [1.274, 0.620, 0.137], [1.265, 1.529, 1.364], [-2.209, -2.113, 0.873], [-2.511, -0.588, 0.048], [-1.955, -1.904, -0.926], [0.301, -1.838, 0.193], [-0.385, -0.833, 1.440], [-0.335, 1.241, -2.058], [-1.064, -0.318, -2.055], [0.740, -0.101, -2.222], [1.836, 1.126, -0.650], [1.905, -0.248, 0.369], [2.240, 1.766, 1.802], [0.595, 1.202, 2.153], [0.848, 2.500, 1.058]],
  "nbo_charge": [-0.624, -0.215, -0.443, -0.422, -0.223, -0.610, 0.217, 0.216, 0.201, 0.164, 0.190, 0.197, 0.202, 0.173, 0.195, 0.168, 0.207, 0.206, 0.204],
  "e_above_lowest_ev": 0.903,
  "max_force_ev_per_a": 1.5,
  "charge": 0,
  "e_tot_ha": -253.02989,
  "homo_lumo_gap_ev": 9.77
}

=====

8.
{
  "formula": "C18H40IO3P",
  "method": "ωB97M-V/def2-TZVPD",
  "species": ["C", "C", "C", "P", "C", "C", "C", "I", "H", "H", "H", "H", "H", "H", "H", "H", "H", "H", "C", "C", "O", "C", "C", "H", "H", "H", "H", "H", "H", "H", "H", "H", "H", "C", "C", "O", "C", "C", "H", "H", "H", "H", "H", "H", "H", "H", "H", "H", "C", "C", "O", "C", "C", "H", "H", "H", "H", "H", "H", "H", "H", "H", "H"],
  "positions_angstrom": [[2.113, 0.471, 2.879], [2.111, 1.641, 2.602], [2.048, 3.065, 2.286], [0.409, 3.613, 1.586], [-0.599, 3.656, 3.150], [-1.524, 2.457, 3.301], [-2.779, 2.583, 2.451], [-2.140, 2.280, 5.380], [2.119, -0.556, 3.125], [2.171, 3.631, 3.213], [2.845, 3.358, 1.602], [-0.034, 2.385, 1.054], [-1.174, 4.585, 3.170], [0.100, 3.692, 3.987], [-0.992, 1.529, 3.093], [-2.506, 2.792, 1.412], [-3.396, 3.404, 2.822], [-3.381, 1.675, 2.499], [1.832, -0.799, -0.694], [0.344, -0.497, -0.643], [-0.026, 0.707, -1.291], [0.267, 0.787, -2.676], [-0.407, -0.278, -3.522], [2.404, 0.026, -0.267], [2.046, -1.701, -0.120], [2.181, -0.967, -1.714], [0.036, -0.360, 0.395], [-0.231, -1.342, -1.039], [1.351, 0.767, -2.842], [-0.081, 1.775, -2.977], [-0.064, -1.282, -3.266], [-0.170, -0.110, -4.573], [-1.490, -0.249, -3.394], [3.933, 0.592, -7.852], [3.097, 0.825, -6.605], [2.397, -0.321, -6.154], [3.190, -1.438, -5.793], [4.166, -1.166, -4.661], [3.312, 0.209, -8.663], [4.386, 1.531, -8.173], [4.741, -0.121, -7.678], [2.319, 1.559, -6.815], [3.718, 1.240, -5.803], [3.719, -1.836, -6.666], [2.471, -2.198, -5.484], [4.920, -0.427, -4.936], [4.688, -2.086, -4.394], [3.638, -0.799, -3.779], [-5.544, -2.808, 5.553], [-4.344, -3.700, 5.283], [-3.773, -3.532, 3.997], [-3.289, -2.235, 3.700], [-2.198, -1.744, 4.635], [-6.315, -2.966, 4.797], [-5.964, -3.042, 6.532], [-5.279, -1.750, 5.553], [-4.646, -4.747, 5.317], [-3.586, -3.561, 6.063], [-4.114, -1.512, 3.672], [-2.900, -2.310, 2.684], [-2.553, -1.627, 5.659], [-1.842, -0.767, 4.305], [-1.357, -2.440, 4.643]],
  "nbo_charge": [-0.251, -0.017, -0.766, 0.563, -0.733, -0.255, -0.647, 0.025, 0.235, 0.253, 0.257, -0.020, 0.234, 0.241, 0.222, 0.219, 0.216, 0.223, -0.645, -0.064, -0.542, -0.062, -0.648, 0.217, 0.214, 0.200, 0.186, 0.161, 0.159, 0.187, 0.201, 0.229, 0.209, -0.645, -0.064, -0.539, -0.064, -0.644, 0.213, 0.216, 0.203, 0.188, 0.159, 0.160, 0.188, 0.204, 0.217, 0.208, -0.645, -0.064, -0.535, -0.065, -0.644, 0.212, 0.215, 0.205, 0.187, 0.158, 0.158, 0.185, 0.207, 0.215, 0.209],
  "max_force_ev_per_a": 0.7,
  "charge": 0,
  "e_tot_ha": -1574.46173,
  "homo_lumo_gap_ev": 9.37
}